{"formula": "C22H15N8O2PtS2", "method": "ωB97M-V/def2-TZVPD", "symbols": ["Pt", "S", "N", "C", "C", "C", "C", "C", "N", "C", "C", "N", "C", "C", "C", "C", "C", "N", "H", "H", "H", "H", "H", "H", "N", "C", "C", "C", "C", "C", "C", "S", "O", "O", "N", "C", "N", "C", "C", "C", "N", "H", "H", "H", "H", "H", "H", "H", "H", "H"], "coordinates": [[-0.060, -0.227, 0.443], [3.862, 6.321, 0.677], [4.342, 4.787, 0.599], [3.277, 4.002, 0.519], [3.272, 2.572, 0.443], [4.431, 1.790, 0.413], [4.299, 0.418, 0.346], [3.024, -0.144, 0.334], [1.920, 0.586, 0.356], [2.019, 1.929, 0.393], [0.789, 2.689, 0.358], [-0.359, 2.003, 0.218], [-1.510, 2.648, 0.162], [-1.594, 4.037, 0.237], [-0.433, 4.773, 0.364], [0.789, 4.098, 0.424], [2.060, 4.750, 0.524], [2.277, 6.055, 0.608], [5.394, 2.272, 0.437], [5.168, -0.219, 0.305], [2.897, -1.218, 0.301], [-2.395, 2.042, 0.027], [-2.554, 4.525, 0.172], [-0.442, 5.851, 0.408], [-6.121, 0.154, 5.008], [-5.016, -0.366, 4.425], [-4.584, -1.668, 4.730], [-3.459, -2.192, 4.130], [-2.744, -1.420, 3.230], [-3.140, -0.125, 2.932], [-4.270, 0.400, 3.514], [-1.339, -2.017, 2.344], [-0.176, -1.182, 2.675], [-1.162, -3.428, 2.450], [-1.665, -1.491, 0.814], [-1.705, -2.123, -0.363], [-2.310, -3.279, -0.590], [-2.307, -3.725, -1.830], [-1.703, -3.043, -2.882], [-1.084, -1.843, -2.568], [-1.083, -1.388, -1.330], [-6.686, -0.407, 5.618], [-6.458, 1.060, 4.733], [-5.150, -2.255, 5.438], [-3.114, -3.188, 4.355], [-2.538, 0.451, 2.245], [-4.597, 1.401, 3.277], [-2.816, -4.665, -1.983], [-1.715, -3.414, -3.891], [-0.603, -1.226, -3.318]], "forces_ev_per_angstrom": [[0.7286, -0.5973, 0.7129], [-0.5361, -0.8733, -0.0769], [0.5746, -0.4466, 0.0001], [-0.1917, 1.2681, 0.0690], [-0.2597, -0.8048, -0.0113], [-0.3398, -0.1806, -0.0159], [-0.0567, 0.2693, 0.0435], [0.2074, -0.3243, -0.0185], [-0.8150, 0.2140, -0.3575], [0.8209, 0.1334, 0.0320], [-0.5128, 0.8878, -0.0937], [-0.0710, -0.2196, 0.3378], [-0.0696, 0.2139, -0.0974], [0.2570, 0.0865, -0.0595], [-0.0545, -0.3352, 0.0064], [-0.5120, -0.6377, -0.0886], [1.2024, 0.4545, 0.0632], [-0.6316, 0.2983, -0.0022], [0.1167, 0.0340, 0.0034], [-0.0065, -0.0937, 0.0323], [-0.0613, 0.0335, 0.0013], [-0.0473, -0.0580, 0.0576], [-0.1007, 0.0036, 0.0180], [-0.0182, 0.1078, 0.0179], [-0.2191, 0.1787, 0.0922], [0.2935, -0.2551, -0.0878], [0.0136, 0.1636, -0.0802], [0.1346, -0.0908, -0.0014], [0.5392, -0.2093, -0.4098], [-0.0975, 0.1820, 0.1225], [0.0959, -0.0531, -0.0176], [-0.3838, -0.2768, 0.1361], [0.0376, 0.2100, -0.2772], [-0.3533, 0.0774, 0.0537], [0.7195, 1.9894, 0.9994], [-0.2824, -1.0467, -2.0853], [-0.1137, 0.1931, 0.8621], [0.1952, 0.0886, -0.4235], [0.0066, 0.2086, 0.0982], [-0.2158, -0.4228, -0.3756], [0.2900, -0.0430, 0.9483], [-0.0530, 0.0717, -0.0196], [-0.0458, -0.1330, 0.1006], [-0.0152, -0.1067, 0.0646], [-0.0694, -0.1881, 0.0325], [-0.1340, 0.1737, -0.0572], [0.0147, 0.1256, -0.0229], [-0.0250, -0.1365, -0.1228], [-0.0395, -0.0760, -0.1082], [0.0839, -0.0585, 0.0051]], "mulliken_charge": [0.8684, 0.2202, -0.6652, 0.7852, 0.1053, -0.5179, -0.7650, -0.0137, -0.4387, 0.2867, 0.0722, -0.6217, -0.0655, -0.9524, -0.4568, 0.2273, 0.8699, -0.6747, 0.5567, 0.4388, 0.4677, 0.5674, 0.4408, 0.5523, -0.4584, 1.1095, -0.7868, -0.3963, -0.2163, -0.2811, -0.7327, 1.3374, -0.7276, -0.6589, -0.2181, 0.4770, -0.5631, -0.1034, -0.6971, -0.1423, -0.2969, 0.1933, 0.1893, 0.3161, 0.4715, 0.3207, 0.2940, 0.4382, 0.3901, 0.4541], "homo_energy_ev": [-10.512, -10.470], "charge": 1, "spin_multiplicity": 1}

=====

{"formula": "C22H16AsF6MgNO10S3", "method": "ωB97M-V/def2-TZVPD", "symbols": ["Mg", "O", "S", "O", "O", "O", "F", "C", "F", "F", "S", "O", "O", "N", "S", "O", "O", "C", "F", "F", "F", "C", "O", "C", "O", "H", "H", "H", "C", "C", "C", "C", "C", "C", "As", "C", "C", "C", "C", "C", "C", "C", "C", "C", "C", "C", "C", "H", "H", "H", "H", "H", "H", "H", "H", "H", "H", "H", "H", "H"], "coordinates": [[0.385, -1.140, -0.412], [-0.095, 1.104, 0.152], [-1.381, 0.497, -0.156], [-2.502, 1.327, 0.184], [-1.438, -0.805, 0.542], [-1.448, 0.157, -1.663], [2.112, -3.361, -3.800], [1.653, -2.769, -2.683], [1.600, -3.762, -1.761], [2.619, -1.954, -2.266], [-0.208, -2.289, -2.852], [-0.560, -2.445, -1.456], [-0.631, -3.399, -3.662], [-0.542, -0.972, -3.556], [-0.021, 0.342, -2.737], [-0.352, 1.712, -3.027], [1.038, -0.054, -1.823], [1.274, 0.410, -4.302], [2.251, 1.365, -4.337], [1.955, -0.758, -4.528], [0.574, 0.619, -5.449], [-0.029, -3.357, 1.928], [1.277, -2.846, 1.981], [1.706, -1.992, 0.966], [2.873, -1.675, 1.126], [0.024, -4.427, 2.151], [-0.464, -3.187, 0.937], [-0.650, -2.850, 2.678], [1.470, -0.093, 7.267], [0.311, 0.608, 6.986], [-0.124, 0.743, 5.676], [0.592, 0.184, 4.619], [1.751, -0.533, 4.927], [2.193, -0.665, 6.230], [0.094, 0.199, 2.590], [1.432, 1.597, 2.363], [2.765, 1.418, 2.045], [3.575, 2.522, 1.826], [3.058, 3.803, 1.933], [1.721, 3.990, 2.235], [0.895, 2.891, 2.448], [-0.537, 2.933, 2.720], [-1.311, 4.083, 2.817], [-2.669, 3.984, 3.056], [-3.267, 2.741, 3.193], [-2.503, 1.590, 3.088], [-1.143, 1.674, 2.856], [1.802, -0.195, 8.292], [-0.254, 1.058, 7.792], [-1.031, 1.301, 5.471], [2.302, -0.992, 4.111], [3.101, -1.210, 6.454], [3.154, 0.415, 1.918], [4.615, 2.381, 1.562], [3.695, 4.661, 1.750], [1.326, 4.998, 2.289], [-0.856, 5.056, 2.686], [-3.272, 4.882, 3.126], [-4.334, 2.677, 3.364], [-2.966, 0.612, 3.157]], "forces_ev_per_angstrom": [[0.6238, -0.3626, 2.0649], [0.6182, -0.1394, -0.4892], [-3.2930, 1.9317, 1.6443], [-0.1766, -0.0245, -0.5977], [0.0360, -0.4114, -0.7000], [0.2617, -0.3569, 0.3464], [-0.3890, 0.3742, -0.1658], [0.8646, -1.0424, -0.1353], [-0.0451, -0.0533, 0.0439], [-0.4728, 0.1703, -0.0525], [0.0145, -2.3210, -2.4549], [-0.4750, 0.0903, 0.5783], [-0.0138, 0.1445, -0.0423], [-0.7052, -0.1883, 0.5604], [2.0703, 1.8886, -4.8325], [-0.7445, 0.1368, 0.3325], [0.7829, 0.0327, 1.0585], [0.1796, 0.0097, -0.3252], [-0.3192, -0.0177, 0.5649], [-0.0854, 0.1431, 0.1618], [-0.1608, 0.0801, 0.0225], [-0.1369, 0.2535, -0.1602], [0.2967, -0.4183, 0.4203], [0.9117, -0.2506, 0.7073], [0.0029, 0.1616, -0.2983], [-0.1502, 0.0668, -0.0987], [-0.1359, -0.2554, 0.2002], [-0.0410, -0.1281, -0.0976], [0.0209, -0.0016, 0.1339], [-0.0023, 0.0466, 0.1005], [-0.2006, 0.1071, -0.4397], [-0.1493, -0.4250, -0.5789], [-0.0527, -0.0034, -0.3661], [0.0620, 0.0111, 0.1503], [0.7477, 0.6585, 2.6689], [0.0426, 0.4272, -0.1447], [0.0463, -0.2326, -0.0388], [0.1316, 0.0175, 0.0841], [0.1016, 0.0805, -0.0729], [-0.1437, 0.0221, 0.0908], [0.4904, -0.1720, -0.1033], [-0.3918, -0.2038, 0.0723], [0.1319, 0.0273, 0.0010], [-0.1176, 0.0698, 0.0275], [-0.0868, -0.0187, 0.1295], [0.0527, -0.2297, 0.1061], [-0.1019, 0.3800, -0.0673], [0.0639, -0.0196, 0.0570], [-0.0540, 0.0199, 0.0178], [0.0105, -0.0024, 0.0094], [0.0825, -0.0642, 0.0628], [0.0553, -0.0721, -0.0728], [0.0625, 0.0015, -0.0053], [0.0576, -0.0277, -0.0318], [-0.0027, 0.0056, 0.0082], [-0.0634, 0.0169, 0.0033], [0.0199, 0.0519, 0.0118], [-0.0069, 0.0233, -0.0206], [-0.0433, -0.0473, -0.0137], [-0.0815, 0.0393, -0.0352]], "mulliken_charge": [2.4124, -0.4772, 0.9551, -0.6904, -0.6473, -0.2717, -0.2745, 0.7508, -0.2515, -0.1530, 1.0428, -0.7725, -0.7720, -0.4512, 1.1120, -0.7904, -0.7706, 0.5236, -0.3041, -0.2417, -0.2875, -0.3997, -0.3163, -0.2486, -0.6826, 0.2950, 0.0731, 0.1776, -0.4115, -0.7301, -0.2438, 0.5202, -0.2661, -0.7250, -0.1665, 0.5684, -0.5505, -0.7926, -0.6660, -0.7886, 0.8387, 1.0991, -0.5063, -0.7364, -0.7299, -0.9520, 0.1468, 0.3334, 0.3735, 0.2894, 0.3065, 0.4006, 0.3742, 0.4092, 0.3555, 0.3359, 0.3155, 0.3366, 0.3891, 0.3328], "homo_energy_ev": -3.017, "charge": -2, "spin_multiplicity": 1}

=====

Quick rundown of energy above the lowest of the compared OMol25 structures with the same formula, charge and spin, same order as above: 74.1 244.9 kJ/mol